# 1
{
  "formula": "C42H81ClFN2O23P3S3",
  "method": "the ωB97M-V functional and the def2-TZVPD basis",
  "elements": ["C", "C", "C", "C", "C", "N", "C", "C", "C", "C", "S", "C", "S", "N", "C", "C", "O", "C", "C", "C", "C", "O", "O", "C", "C", "O", "O", "O", "C", "Cl", "C", "O", "O", "C", "O", "C", "C", "C", "S", "O", "O", "F", "H", "H", "H", "H", "H", "H", "H", "H", "H", "H", "H", "H", "H", "H", "H", "H", "H", "H", "H", "H", "H", "H", "H", "H", "H", "H", "H", "H", "H", "H", "H", "H", "H", "H", "H", "H", "C", "C", "O", "P", "O", "O", "C", "C", "O", "C", "C", "H", "H", "H", "H", "H", "H", "H", "H", "H", "H", "H", "H", "H", "H", "H", "C", "C", "O", "P", "O", "O", "C", "C", "O", "C", "C", "H", "H", "H", "H", "H", "H", "H", "H", "H", "H", "H", "H", "H", "H", "H", "C", "C", "O", "P", "O", "O", "C", "C", "O", "C", "C", "H", "H", "H", "H", "H", "H", "H", "H", "H", "H", "H", "H", "H", "H", "H"],
  "xyz": [[-2.9519, -4.8473, 3.3118], [-2.1462, -3.9817, 3.1182], [-1.1383, -2.9551, 2.8491], [-0.8307, -2.8854, 1.3299], [-1.7462, -1.8506, 0.6218], [-1.0170, -1.0820, -0.4536], [-1.2400, -1.6301, -1.8644], [0.0637, -1.4890, -2.6877], [1.2660, -2.3088, -2.1612], [1.8230, -3.3475, -3.1450], [3.4875, -3.8487, -2.5526], [3.0755, -5.1423, -1.3901], [2.0904, -6.3594, -1.8303], [3.6188, -5.1300, -0.0882], [3.4709, -3.8486, 0.6191], [4.7301, -2.9846, 0.7022], [5.8545, -3.7584, 1.0809], [6.0934, -4.6454, -0.0174], [4.9843, -5.6858, -0.0010], [-1.4734, -3.1591, -1.8217], [-1.3852, -3.9171, -3.1318], [-1.5494, -3.5272, -4.2478], [-1.1261, -5.2481, -2.9634], [-2.4010, -0.8979, -2.6158], [-3.6511, -1.7240, -2.9277], [-4.3664, -2.1854, -1.7813], [-5.0291, -3.3884, -2.1842], [-2.8498, 0.3556, -2.1100], [-2.5323, 0.8637, -0.8575], [-2.5222, 2.6550, -1.0958], [-3.6195, 0.6451, 0.3032], [-3.7829, 1.5650, 1.1035], [-4.1562, -0.4778, 0.3221], [-1.1351, 0.4014, -0.3475], [-1.1213, 0.8755, 0.9615], [0.0252, 0.5661, 1.7705], [-0.3933, 0.5999, 3.2724], [-1.8692, 0.9436, 3.5172], [0.2763, 1.3452, -1.1006], [0.0715, 1.7383, -2.4500], [1.4838, 0.5976, -0.8864], [0.4371, 2.6656, -0.3058], [-3.5460, -5.7325, 3.3374], [-0.2185, -3.2767, 3.3468], [-1.4052, -1.9837, 3.2654], [0.2289, -2.6316, 1.2323], [-1.0742, -3.8775, 0.9502], [-2.0647, -1.1991, 1.4319], [-2.7030, -2.2423, 0.2896], [-0.0239, -1.2885, -0.2773], [0.4146, -0.4625, -2.7728], [-0.1329, -1.7347, -3.7294], [1.1062, -2.7633, -1.1784], [2.0965, -1.6178, -1.9956], [1.2551, -4.2758, -3.1330], [1.9384, -2.9261, -4.1406], [3.1913, -4.0980, 1.6494], [2.6633, -3.2302, 0.2289], [4.5776, -2.2629, 1.5103], [4.9235, -2.4033, -0.2062], [7.0275, -5.1577, 0.2143], [6.1519, -4.0666, -0.9439], [5.0523, -6.2076, 0.9579], [5.1254, -6.4387, -0.7777], [-0.7750, -3.6511, -1.1440], [-2.4518, -3.4138, -1.4023], [-1.3498, -5.5289, -2.0660], [-2.0025, -0.6837, -3.6112], [-3.4930, -2.5516, -3.6118], [-4.3070, -1.0213, -3.4560], [-4.6319, -4.0810, -1.6384], [0.4528, -0.4236, 1.5864], [0.8171, 1.3067, 1.6691], [-0.0960, -0.3269, 3.7679], [0.1946, 1.3785, 3.7644], [-2.5337, 0.1811, 3.1143], [-2.1100, 1.9048, 3.0702], [-2.0302, 1.0512, 4.5910], [1.9843, 5.1266, 0.0750], [0.8627, 5.9578, 0.6683], [1.1439, 6.3824, 2.0095], [2.2405, 7.5402, 2.2568], [1.6677, 8.8026, 1.7350], [2.1154, 7.7265, 3.8785], [1.8641, 9.0063, 4.4565], [0.3844, 9.2148, 4.7122], [3.5029, 6.5246, 2.4149], [4.8468, 7.0551, 2.3428], [5.1897, 7.9643, 3.5075], [2.8843, 5.7257, -0.0772], [1.6844, 4.7210, -0.8901], [2.2495, 4.3044, 0.7405], [0.6543, 6.8301, 0.0429], [-0.0495, 5.3641, 0.7224], [2.2676, 9.7991, 3.8260], [2.4126, 9.0390, 5.4006], [-0.2143, 8.9239, 3.8502], [0.1770, 10.2595, 4.9497], [0.0549, 8.6013, 5.5525], [4.9798, 7.5777, 1.3927], [5.5096, 6.1914, 2.3377], [4.6470, 8.9096, 3.4473], [6.2560, 8.1933, 3.5025], [4.9306, 7.4940, 4.4549], [0.2357, 10.8753, -3.9546], [-0.0245, 9.5928, -3.1858], [0.1174, 8.4229, -4.0014], [1.5900, 7.9409, -4.4550], [2.2812, 7.4582, -3.2353], [1.2200, 6.5532, -5.2383], [1.8456, 5.3245, -4.8706], [0.9913, 4.5563, -3.8839], [1.6094, 8.7898, -5.8424], [2.8646, 8.9803, -6.5368], [3.4338, 7.6914, -7.0980], [1.2833, 10.9536, -4.2531], [-0.0051, 11.7424, -3.3386], [-0.3650, 10.9079, -4.8633], [0.6375, 9.5177, -2.3184], [-1.0500, 9.5831, -2.8199], [2.8418, 5.5071, -4.4662], [1.9761, 4.7435, -5.7863], [0.6205, 5.2035, -3.0890], [1.5521, 3.7353, -3.4356], [0.1172, 4.1364, -4.3835], [3.5814, 9.4592, -5.8657], [2.6559, 9.6781, -7.3458], [3.7950, 7.0364, -6.3026], [4.2757, 7.9093, -7.7561], [2.6759, 7.1453, -7.6576], [-2.9667, -7.9585, -0.1829], [-3.3065, -7.0084, 0.9542], [-4.1892, -7.5901, 1.9144], [-3.6300, -8.7236, 2.9340], [-2.6989, -8.0360, 3.8586], [-4.9537, -8.9674, 3.8561], [-4.8992, -8.8555, 5.2807], [-5.3186, -7.4744, 5.7447], [-3.9917, -9.9769, 1.9692], [-3.4141, -11.2775, 2.2491], [-3.9208, -11.8848, 3.5425], [-2.3660, -8.7997, 0.1661], [-2.3974, -7.4367, -0.9553], [-3.8725, -8.3683, -0.6283], [-2.3977, -6.6601, 1.4542], [-3.8238, -6.1322, 0.5594], [-3.9039, -9.1068, 5.6476], [-5.5852, -9.6046, 5.6806], [-4.8357, -6.6919, 5.1616], [-5.0732, -7.3302, 6.7976], [-6.3950, -7.3444, 5.6237], [-2.3252, -11.1953, 2.2608], [-3.6862, -11.9119, 1.4078], [-3.5305, -11.3523, 4.4122], [-3.5994, -12.9238, 3.6185], [-5.0079, -11.8437, 3.5897]],
  "forces_ev_per_a": [[0.221, -0.208, -0.352], [-0.200, 0.408, 0.199], [0.315, -0.546, -0.130], [-0.798, 0.261, 0.047], [-0.109, -0.360, 1.922], [0.840, -0.896, -0.283], [0.026, -0.389, -1.649], [0.789, 0.463, 0.258], [0.603, 0.559, -0.453], [0.135, -0.339, 0.955], [-0.023, 0.319, 0.300], [-0.618, -0.563, -0.001], [0.042, -0.004, -0.036], [0.385, 1.082, -1.038], [0.454, 0.110, 0.665], [-0.237, 0.421, 0.882], [-0.074, 0.196, -0.953], [-0.123, -0.330, 0.948], [-0.065, -0.520, 0.290], [-0.411, -0.210, 0.779], [-0.130, -0.912, -0.417], [0.315, 0.564, 0.142], [-0.405, 0.303, 0.224], [-0.567, -0.381, 0.119], [-0.854, 0.504, -0.221], [0.577, -0.378, 0.283], [-0.259, -0.128, -0.419], [0.359, -0.322, 0.203], [-0.136, 0.877, -0.393], [0.372, -0.220, -0.123], [-1.074, -0.358, 1.547], [0.358, 0.199, -0.642], [0.695, -0.289, -0.889], [-1.686, 2.639, 1.591], [0.808, -1.284, -0.326], [0.062, -0.029, 1.760], [-0.088, 0.552, -0.052], [0.487, -0.089, 0.173], [1.963, -0.129, -2.804], [-0.764, -0.025, 0.143], [-0.428, -0.306, 1.137], [-0.624, -0.589, 0.525], [-0.169, 0.152, 0.285], [-0.034, 0.103, 0.084], [-0.125, -0.029, -0.048], [0.008, -0.175, -0.315], [0.648, -0.067, -0.191], [0.123, 0.652, -0.544], [0.173, 0.126, -0.522], [0.000, 0.123, -0.019], [-0.399, 0.016, 0.151], [-0.340, -0.353, 0.166], [-0.153, -0.199, -0.092], [-0.180, 0.128, 0.111], [-0.110, 0.061, -0.510], [-0.054, -0.139, -0.065], [0.031, -0.066, -0.044], [-0.074, -0.282, -0.292], [-0.024, 0.014, -0.079], [0.039, -0.261, -0.149], [0.103, 0.107, -0.307], [0.110, -0.149, -0.097], [0.068, 0.031, -0.014], [-0.140, 0.081, -0.075], [0.204, 0.220, -0.073], [-0.067, 0.227, -0.145], [0.314, -0.048, 0.041], [0.055, 0.087, 0.063], [0.347, 0.004, 0.129], [0.081, 0.014, -0.020], [0.046, 0.207, 0.215], [-0.127, 0.059, -0.468], [-0.082, -0.018, -0.558], [-0.130, -0.071, -0.115], [0.078, -0.042, -0.087], [-0.216, 0.181, 0.019], [-0.186, -0.148, -0.208], [-0.052, -0.205, -0.007], [0.219, 0.134, 0.064], [-0.084, -0.101, -0.286], [0.650, 0.171, -0.207], [-3.664, -1.553, 4.470], [2.387, -0.143, -1.735], [0.462, -0.068, -0.415], [-0.265, 0.180, 0.032], [-0.113, -0.124, 0.153], [0.520, 1.633, -2.028], [0.274, 0.049, 0.110], [-0.177, 0.110, 0.027], [-0.040, -0.005, -0.069], [-0.014, 0.078, -0.025], [-0.046, -0.013, 0.013], [0.007, 0.011, 0.034], [-0.020, 0.058, 0.142], [-0.083, -0.048, -0.116], [0.034, -0.135, -0.029], [0.112, 0.116, -0.127], [0.011, -0.006, 0.004], [0.004, 0.009, 0.000], [0.000, -0.037, -0.014], [-0.146, -0.101, -0.017], [0.006, 0.000, 0.004], [0.004, -0.043, -0.049], [0.032, -0.050, -0.006], [0.115, -0.051, -0.107], [-0.006, 0.231, 0.190], [0.619, 0.263, -0.277], [-4.696, -3.734, -0.652], [1.866, 2.190, -0.718], [0.427, 0.532, -0.115], [-0.038, -0.203, 0.290], [-0.197, -0.110, -0.053], [2.066, 0.827, 1.494], [0.172, -0.032, -0.250], [-0.035, -0.141, 0.156], [-0.014, 0.040, 0.041], [-0.014, -0.038, 0.038], [-0.047, 0.000, 0.027], [-0.011, -0.050, -0.013], [-0.007, -0.135, -0.049], [-0.052, 0.086, 0.091], [-0.099, 0.119, -0.074], [0.172, 0.081, 0.026], [0.002, -0.013, -0.040], [0.005, -0.031, 0.026], [-0.022, 0.030, -0.006], [-0.165, 0.021, 0.073], [0.002, -0.001, -0.007], [-0.017, 0.063, 0.007], [-0.015, 0.045, -0.039], [-0.060, -0.108, 0.138], [0.240, -0.021, -0.308], [0.386, -0.489, 0.033], [-5.403, 2.317, 1.131], [1.900, -1.857, -1.232], [0.453, -0.311, -0.306], [0.011, 0.254, 0.238], [-0.231, 0.036, -0.057], [2.677, -0.009, 0.403], [-0.021, -0.343, 0.071], [-0.015, 0.192, 0.137], [0.054, 0.045, -0.041], [0.005, -0.003, -0.003], [-0.013, 0.061, -0.038], [-0.032, -0.007, 0.000], [-0.092, -0.006, 0.145], [0.064, 0.104, -0.097], [-0.032, -0.032, -0.148], [0.182, -0.058, 0.058], [0.005, -0.007, -0.007], [0.006, 0.001, 0.003], [-0.005, 0.017, -0.040], [-0.073, 0.160, -0.086], [0.000, -0.011, 0.002], [0.023, 0.006, -0.063], [-0.012, -0.035, -0.054]],
  "lowdin_charge": [0.133, -0.110, -0.179, -0.135, -0.070, 0.104, -0.220, -0.107, -0.241, -0.431, 0.909, -1.091, 0.724, -0.196, -0.159, -0.211, -0.125, -0.179, -0.143, -0.027, -0.492, 0.150, 0.092, -0.166, -0.116, -0.139, -0.005, -0.046, -0.587, 0.827, -0.695, -0.024, 0.002, -0.383, -0.110, -0.156, -0.189, -0.078, 0.672, -0.248, -0.240, -0.113, 0.015, 0.124, 0.096, 0.102, 0.104, 0.115, 0.129, 0.137, 0.090, 0.126, 0.084, 0.093, 0.015, 0.094, 0.129, 0.091, 0.128, 0.112, 0.130, 0.115, 0.131, 0.125, 0.113, 0.128, 0.094, 0.166, 0.116, 0.149, 0.086, 0.109, 0.116, 0.091, 0.107, 0.067, 0.082, 0.082, -0.080, -0.256, -0.189, 0.514, -0.219, -0.214, -0.304, -0.073, -0.194, -0.257, -0.077, 0.074, 0.054, 0.077, 0.114, 0.117, 0.099, 0.115, 0.077, 0.076, 0.075, 0.117, 0.117, 0.070, 0.081, 0.086, -0.082, -0.271, -0.192, 0.513, -0.226, -0.208, -0.296, -0.076, -0.192, -0.256, -0.077, 0.065, 0.079, 0.082, 0.113, 0.119, 0.099, 0.117, 0.073, 0.065, 0.081, 0.116, 0.118, 0.070, 0.081, 0.087, -0.064, -0.299, -0.203, 0.516, -0.222, -0.208, -0.292, -0.063, -0.190, -0.250, -0.074, 0.072, 0.062, 0.089, 0.097, 0.114, 0.101, 0.117, 0.060, 0.081, 0.079, 0.117, 0.119, 0.071, 0.083, 0.088],
  "total_energy_ev": -170547.147,
  "charge": 0,
  "smiles": "C#CCCC[N@H+]1[C@@](CCCSC(=S)N2CCOCC2)(CC(=O)O)[C@@H](COO)O[C@@](Cl)(C(=O)[O-])[C@]1(OCCC)S(=O)(=O)F.CCOP(=O)(OCC)OCC.CCOP(=O)(OCC)OCC.CCOP(=O)(OCC)OCC"
}

=====

# 2
{
  "formula": "C6H6",
  "method": "the ωB97M-V functional and the def2-TZVPD basis",
  "elements": ["C", "C", "C", "C", "C", "C", "H", "H", "H", "H", "H", "H"],
  "xyz": [[0.2732, 2.8745, 0.6341], [-0.1648, 1.7540, 0.6435], [-0.7406, 0.4072, 0.6032], [0.1019, -0.6174, -0.0609], [1.1935, -1.1432, -0.5080], [-0.0763, -1.8868, -0.8265], [0.6643, 3.8674, 0.6163], [-1.6910, 0.4375, 0.0569], [-0.9883, 0.0628, 1.6164], [2.2638, -1.1180, -0.6475], [-0.5022, -1.8312, -1.8337], [-0.3334, -2.8068, -0.2939]],
  "forces_ev_per_a": [[-0.139, -0.444, 0.006], [0.207, 0.486, -0.004], [-0.048, 0.011, -0.008], [0.190, -0.091, -0.121], [-0.096, 0.267, 0.146], [-0.244, -0.290, -0.115], [-0.055, -0.168, 0.030], [0.085, 0.083, 0.113], [0.056, 0.081, -0.121], [-0.207, 0.039, 0.037], [0.129, -0.073, 0.115], [0.121, 0.099, -0.078]],
  "nbo_charge": [-0.230, -0.002, -0.522, 0.045, -0.179, -0.430, 0.236, 0.251, 0.257, 0.227, 0.173, 0.173],
  "total_energy_ev": -6314.690,
  "charge": 0,
  "e_above_lowest_kcal_mol": 104.0,
  "smiles": "C#CCC1=CC1"
}

=====

# 3
{
  "formula": "C4H14N2",
  "method": "the ωB97M-V functional and the def2-TZVPD basis",
  "elements": ["C", "C", "C", "N", "H", "H", "H", "H", "H", "H", "H", "H", "H", "C", "N", "H", "H", "H", "H", "H"],
  "xyz": [[1.6169, -0.4027, -1.3751], [1.2345, 0.4850, -0.1936], [0.0163, 1.5983, -0.5085], [-1.3090, 1.1202, -0.7145], [1.5783, 0.1646, -2.3041], [2.6288, -0.7843, -1.2549], [0.9457, -1.2542, -1.4792], [2.0655, 1.1753, -0.0218], [1.2408, -0.0450, 0.7615], [0.0105, 2.2817, 0.3443], [0.3476, 2.1347, -1.4005], [-1.3730, 0.5181, -1.5230], [-1.6436, 0.5897, 0.0925], [-1.0272, -1.4649, 0.9294], [-1.2774, -0.7424, 2.1664], [-0.4740, -2.3752, 1.1674], [-1.9901, -1.7658, 0.5032], [-0.2974, -0.8898, 0.2248], [-1.8820, 0.0581, 2.0174], [-0.4113, -0.4015, 2.5684]],
  "forces_ev_per_a": [[-0.355, 0.073, 0.279], [-0.034, 2.402, -0.608], [1.895, -1.771, 0.964], [-0.928, -0.206, 0.157], [0.036, 0.040, -0.075], [0.040, -0.086, -0.018], [-0.041, -0.095, -0.076], [0.212, 0.108, -0.205], [-0.660, -0.025, -0.105], [0.081, 0.056, -0.143], [0.059, 0.008, 0.124], [-0.022, -0.078, -0.042], [0.163, 0.409, -0.601], [1.602, 0.352, -0.657], [-0.080, 0.181, 0.206], [-0.177, -0.173, 0.096], [0.355, 0.215, -0.303], [-2.111, -1.385, 0.892], [0.067, -0.043, 0.112], [-0.101, 0.019, 0.001]],
  "nbo_charge": [-0.622, -0.452, -0.197, -0.828, 0.204, 0.214, 0.201, 0.203, 0.197, 0.186, 0.188, 0.353, 0.352, -0.447, -0.836, 0.192, 0.198, 0.193, 0.346, 0.353],
  "total_energy_ev": -7354.135,
  "charge": 0,
  "e_above_lowest_kcal_mol": 22.7,
  "smiles": "CCCN.CN"
}